# 1
{
  "formula": "C10H20Br10",
  "method": "ωB97M-V/def2-TZVPD",
  "homo_energy_ev": -9.76,
  "e_above_lowest_ev": 0.990,
  "gap_ev": 9.9821,
  "lumo_ha": 0.00798,
  "multiplicity": 1,
  "smiles": "BrCCBr.BrCCBr.BrCCBr.BrCCBr.BrCCBr",
  "elements": ["Br", "C", "C", "Br", "H", "H", "H", "H", "Br", "C", "C", "Br", "H", "H", "H", "H", "Br", "C", "C", "Br", "H", "H", "H", "H", "Br", "C", "C", "Br", "H", "H", "H", "H", "Br", "C", "C", "Br", "H", "H", "H", "H"],
  "xyz": [[-2.23469, 0.40523, 0.08803], [-0.96342, -0.25917, -1.20209], [0.40636, 0.35665, -1.05917], [0.55564, 2.25367, -1.64315], [-1.36377, -0.26522, -2.21129], [-0.80508, -1.31583, -0.96816], [1.07918, -0.17826, -1.72915], [0.81677, 0.24929, -0.06145], [2.00108, -2.88964, 4.29655], [3.36121, -3.39173, 2.97306], [2.81436, -3.84204, 1.60979], [1.56671, -2.48085, 0.94520], [3.86151, -4.21995, 3.46960], [4.07382, -2.57816, 2.87384], [2.31747, -4.78956, 1.80464], [3.58703, -3.96649, 0.86108], [-0.73301, 4.78256, 4.28814], [-0.07688, 3.57302, 2.87161], [1.34922, 3.19611, 3.13380], [2.05295, 1.90616, 1.85693], [-0.20903, 4.12438, 1.94612], [-0.76324, 2.72876, 2.85737], [1.54433, 2.76006, 4.10730], [1.90295, 4.13631, 3.08799], [-4.45851, -5.30796, -0.63795], [-3.78947, -4.76152, 1.10877], [-3.20091, -3.38286, 1.03433], [-4.69631, -2.05959, 1.14393], [-2.99245, -5.47382, 1.33084], [-4.60306, -4.93673, 1.80087], [-2.67872, -3.23464, 0.09403], [-2.47875, -3.19385, 1.82702], [-1.29216, 2.40765, -4.96883], [-0.40833, 4.08945, -5.37876], [1.04866, 4.14084, -4.93542], [2.22524, 3.49886, -6.37510], [-0.96593, 4.91511, -4.94036], [-0.45005, 4.25540, -6.45198], [1.28021, 3.56386, -4.05028], [1.31906, 5.18453, -4.79773]],
  "forces_ev_per_angstrom": [[0.039, 0.130, -0.199], [0.598, -0.531, 0.232], [0.226, 0.213, -0.879], [-0.191, -0.804, 0.537], [-0.134, 0.576, 0.044], [-0.162, 0.023, 0.192], [-0.001, 0.098, -0.088], [-0.216, 0.397, 0.158], [0.284, -0.085, -0.416], [0.274, -0.111, -0.163], [-0.381, 0.348, 1.387], [0.199, -0.492, -0.201], [0.102, -0.083, -0.226], [-0.226, 0.209, 0.109], [-0.445, 0.138, -0.554], [0.140, 0.102, 0.050], [0.274, -0.306, -0.281], [-0.870, -0.327, 0.008], [0.378, 0.774, 0.364], [-0.089, 0.285, 0.090], [0.182, -0.004, -0.027], [0.089, -0.001, 0.109], [-0.347, -0.072, 0.049], [0.449, -0.392, -0.234], [-0.116, -0.035, 0.001], [0.585, -0.739, -0.379], [-0.733, 0.554, 0.163], [0.773, -0.547, 0.004], [-0.060, 0.022, -0.007], [0.000, 0.406, 0.142], [-0.205, 0.139, -0.102], [-0.357, 0.137, 0.248], [0.054, 0.271, -0.215], [0.373, 0.251, -0.130], [-0.182, 0.163, -0.590], [-0.132, -0.023, 0.358], [-0.121, -0.289, 0.375], [-0.135, -0.283, -0.032], [-0.058, -0.072, 0.025], [0.140, -0.040, 0.077]]
}

# 2
{
  "formula": "C38H31N5O2P2PdSSe2",
  "method": "ωB97M-V/def2-TZVPD",
  "total_charge": -2,
  "homo_energy_ev": -0.82,
  "e_above_lowest_ev": 2.564,
  "gap_ev": 4.7535,
  "lumo_ha": 0.14468,
  "multiplicity": 1,
  "elements": ["Pd", "C", "C", "C", "C", "C", "C", "C", "S", "O", "O", "N", "C", "C", "C", "C", "C", "N", "H", "H", "H", "H", "H", "H", "H", "H", "H", "H", "H", "Se", "P", "C", "C", "C", "C", "C", "C", "C", "C", "C", "C", "C", "C", "C", "C", "N", "N", "N", "P", "Se", "C", "C", "C", "C", "C", "C", "C", "C", "C", "C", "C", "C", "H", "H", "H", "H", "H", "H", "H", "H", "H", "H", "H", "H", "H", "H", "H", "H", "H", "H", "H", "H"],
  "xyz": [[12.00889, 14.36960, 9.83861], [12.37056, 22.83208, 8.43368], [12.02264, 21.37609, 8.47772], [12.53253, 20.57003, 9.53436], [12.21528, 19.24472, 9.65576], [11.36512, 18.67034, 8.69211], [10.81512, 19.40831, 7.64323], [11.08013, 20.78498, 7.62664], [11.09659, 16.95267, 8.76556], [10.60854, 16.51148, 7.49682], [10.35196, 16.75062, 9.97661], [12.55515, 16.18699, 9.16086], [13.79423, 16.20845, 8.65288], [14.31022, 17.07858, 7.63144], [15.52340, 16.79263, 7.02252], [16.28689, 15.73886, 7.48713], [15.75904, 15.01052, 8.60279], [14.58091, 15.22485, 9.14721], [13.10291, 23.01719, 9.22977], [11.41402, 23.45477, 8.55637], [12.93578, 23.08997, 7.50734], [13.15188, 21.05186, 10.32305], [12.70099, 18.64528, 10.42853], [10.13688, 18.91059, 6.94261], [10.57283, 21.36015, 6.86106], [13.68356, 17.84212, 7.21373], [15.77366, 17.43977, 6.19718], [17.26031, 15.46908, 7.15708], [16.27158, 14.12604, 9.02211], [9.93967, 10.96348, 15.64418], [10.95060, 12.84298, 15.61353], [12.56496, 12.54999, 16.35765], [12.65379, 11.81538, 17.55251], [13.91423, 11.53673, 18.07614], [15.09171, 11.87728, 17.40531], [15.02351, 12.51642, 16.12465], [13.75626, 12.93199, 15.71386], [9.79987, 13.88473, 16.53188], [9.78901, 14.06439, 17.93637], [8.86375, 14.90279, 18.55592], [7.83722, 15.51114, 17.79334], [7.85277, 15.31041, 16.41417], [8.81547, 14.49674, 15.77018], [11.29921, 14.02785, 14.27798], [11.81303, 13.82889, 12.91726], [12.48225, 15.03554, 12.67536], [12.30275, 15.85058, 13.67620], [11.67928, 15.26961, 14.68622], [11.08044, 13.06394, 11.46168], [10.39792, 12.88874, 8.93492], [9.29306, 13.05005, 11.91935], [8.35460, 14.03315, 11.59937], [7.01731, 13.90092, 11.99117], [6.60818, 12.76219, 12.67454], [7.55409, 11.84581, 13.06042], [8.87213, 11.99030, 12.68925], [11.75322, 11.38539, 11.39397], [11.03680, 10.27706, 10.84937], [11.69417, 9.11484, 10.48756], [13.06971, 8.97104, 10.78948], [13.76665, 10.03513, 11.37012], [13.06380, 11.17523, 11.80012], [11.75582, 11.37318, 17.97729], [13.96196, 10.98159, 19.00033], [16.04046, 11.54374, 17.81019], [15.87230, 12.85557, 15.58453], [13.68204, 13.60418, 14.85432], [10.49388, 13.44093, 18.56423], [8.93935, 15.02719, 19.59815], [7.09496, 16.11953, 18.28023], [7.08370, 15.72807, 15.73301], [8.88762, 14.41859, 14.67842], [8.69421, 14.88892, 11.04073], [6.28080, 14.65726, 11.67344], [5.57986, 12.68062, 12.92588], [7.24744, 10.95130, 13.65261], [9.51179, 11.15583, 13.02628], [9.99034, 10.45128, 10.65621], [11.18365, 8.30434, 10.00031], [13.61700, 8.06220, 10.59936], [14.82088, 9.96648, 11.58788], [13.58754, 11.93986, 12.38964]],
  "forces_ev_per_angstrom": [[-1.185, -2.347, 2.489], [-0.304, 0.591, -0.265], [-0.716, -1.155, 0.926], [0.196, 1.517, -0.076], [-0.122, -0.511, -0.533], [0.819, 0.488, -0.360], [0.096, 0.259, 1.167], [0.451, -0.261, -0.521], [2.434, -1.826, 1.434], [-0.376, 0.246, -0.561], [-0.862, 0.371, -0.271], [-1.440, 2.455, -0.824], [0.580, 0.831, -1.548], [-0.314, -0.961, 0.402], [-0.743, 0.306, 0.586], [-0.597, -0.882, 1.807], [0.319, 0.171, -1.047], [0.223, 0.105, -0.017], [-0.490, 0.301, 0.066], [1.612, -0.574, -0.243], [-0.789, -0.016, 0.364], [-0.276, -0.400, -0.780], [-0.489, -0.033, -0.175], [0.365, 0.285, 0.219], [0.163, 0.285, -0.038], [-0.258, 0.321, -0.003], [0.501, -0.084, -0.224], [0.567, -0.041, -0.570], [0.094, 0.635, -0.293], [0.290, -0.231, -0.153], [-0.683, 0.580, -0.604], [0.942, -0.106, 0.890], [0.402, 0.084, -0.812], [0.031, 0.036, -0.219], [-0.301, 0.039, -1.522], [-1.615, -0.154, 2.597], [-0.213, 0.390, -0.555], [-0.108, 0.585, 1.523], [0.566, -0.886, -0.018], [-0.356, -0.430, -1.797], [1.340, -0.660, -0.231], [-0.402, -0.454, -1.110], [-0.036, 0.878, 0.580], [1.198, -0.858, -1.749], [0.023, 2.344, 2.534], [-1.494, -1.154, -0.847], [1.032, -0.112, 0.480], [-0.651, -0.963, 0.161], [0.135, 0.399, -2.093], [-0.135, -0.161, -0.174], [0.522, -0.178, 0.349], [-0.077, 0.214, 0.084], [0.477, 0.346, -0.761], [0.358, 0.852, -0.097], [-0.955, -1.242, 0.630], [0.276, -1.510, 0.397], [-0.542, -1.672, 0.729], [0.691, 1.144, -0.235], [0.954, 0.047, 0.923], [-0.125, 1.119, -0.099], [-1.131, -0.306, 0.629], [0.578, 0.289, -0.518], [0.134, 0.244, 0.097], [0.152, -0.059, 0.168], [0.031, 0.162, 0.018], [0.695, -0.035, -0.311], [-0.015, -0.412, 0.086], [-0.680, 1.078, -0.747], [-0.145, 0.211, 1.173], [-0.166, 0.179, -0.023], [0.445, -0.049, 0.771], [-0.450, 0.055, 0.441], [-0.027, 0.219, -0.241], [0.471, -0.356, 0.258], [-0.763, -0.324, 0.300], [0.358, 0.819, -0.480], [0.016, 0.881, -0.471], [-0.084, -0.220, -0.281], [-0.304, -0.198, -0.007], [-0.066, -0.224, -0.363], [0.136, -0.177, 0.093], [-0.188, -0.137, -0.502]]
}

# 3
{
  "formula": "C6H10",
  "method": "ωB97M-V/def2-TZVPD",
  "homo_energy_ev": -7.85,
  "e_above_lowest_ev": 4.234,
  "gap_ev": 7.7571,
  "lumo_ha": -0.00346,
  "multiplicity": 1,
  "elements": ["C", "C", "C", "C", "C", "C", "H", "H", "H", "H", "H", "H", "H", "H", "H", "H"],
  "xyz": [[2.14079, -0.10885, 0.13877], [0.67497, -0.31911, 0.48139], [-1.25546, -1.55704, -0.80157], [-1.97811, -0.37306, -0.42581], [-1.60119, 0.72450, 0.24132], [-0.14157, 0.96396, 0.51259], [2.59448, 0.55651, 0.88494], [2.25044, 0.36290, -0.84516], [2.69347, -1.05409, 0.13861], [0.57502, -0.86796, 1.42030], [-0.95816, -1.51245, -1.88521], [0.23761, -1.05938, -0.25063], [-3.02789, -0.52235, -0.70719], [-2.33282, 1.45780, 0.55559], [0.27162, 1.67247, -0.22508], [-0.00504, 1.43166, 1.49616]],
  "forces_ev_per_angstrom": [[0.063, 0.000, -0.034], [0.002, 0.051, 0.117], [0.249, 0.331, -0.365], [0.033, -0.078, 0.055], [-0.066, -0.285, -0.118], [0.181, -0.026, 0.051], [-0.017, -0.128, -0.157], [0.006, -0.091, 0.176], [-0.059, 0.181, -0.005], [-0.056, 0.066, -0.011], [-0.216, 0.041, 0.507], [0.020, -0.036, -0.138], [0.001, 0.077, 0.051], [0.033, 0.008, -0.118], [-0.128, -0.091, 0.132], [-0.046, -0.019, -0.143]]
}

# 4
{
  "formula": "C3H7NO3P",
  "method": "ωB97M-V/def2-TZVPD",
  "total_charge": -1,
  "homo_energy_ev": -5.07,
  "e_above_lowest_ev": 0.716,
  "gap_ev": 9.1578,
  "lumo_ha": 0.15036,
  "multiplicity": 1,
  "smiles": "O=[P@@]1([O-])NCCCO1",
  "elements": ["C", "C", "C", "N", "O", "O", "O", "P", "H", "H", "H", "H", "H", "H", "H"],
  "xyz": [[-1.34684, 0.35937, 0.48166], [0.04336, 0.98775, 0.57793], [-1.08661, -0.59404, -0.75789], [1.07756, 0.13748, 1.13875], [1.51372, 0.04913, -1.49309], [2.50206, -1.87459, -0.13717], [-0.24016, -1.59439, -0.44896], [1.48376, -0.83968, -0.28835], [-1.61961, -0.31043, 1.20909], [-2.04610, 1.22049, 0.42575], [0.28898, 1.34783, -0.37384], [-0.01360, 1.81644, 1.21143], [-1.94511, -1.18393, -1.21265], [-0.61560, -0.11207, -1.58309], [2.00418, 0.59065, 1.25042]],
  "forces_ev_per_angstrom": [[1.509, 0.537, -3.368], [-0.792, 0.455, 2.245], [-3.297, -0.185, -1.246], [1.694, -2.064, -1.714], [0.467, 0.017, 0.273], [0.462, -0.771, 1.003], [4.657, -0.667, 2.062], [-3.077, -0.487, -1.151], [-0.479, -1.203, 2.386], [0.017, -0.807, -0.499], [0.380, 0.612, -1.410], [-0.201, 1.639, 1.231], [-0.117, 1.183, 0.728], [-0.234, 1.370, -0.746], [-0.988, 0.374, 0.207]]
}